Entry 1:
# C4H3N3O

C4H3N3O in the gas phase in a non-equilibrium geometry (ωB97M-V with the def2-TZVPD basis set, the OMol25 dataset).

Last column: Löwdin charge in e.
Geometry (Å):
N: 0.39 -1.43 -1.23  0.15
C: -0.15 1.50 0.91  -0.16
N: 0.77 -1.09 1.12  0.07
H: 0.59 -0.21 1.81  0.13
C: -0.69 0.52 -1.52  -0.13
O: -0.43 -0.59 -2.15  -0.02
C: 0.29 -0.74 -0.08  -0.44
H: 0.82 -2.16 1.57  0.20
N: -0.25 2.21 1.87  0.15
H: -0.92 1.47 -2.13  0.17
C: -0.42 0.54 -0.18  -0.13

Calculated values
Total energy ... -10710.67303 eV
Spin multiplicity ... 1
Kohn-Sham gap ... 9.914 eV
Total charge ... 0
Structure (SMILES) ... N#Cc1conc1N
E_LUMO ... 0.2 eV



Entry 2:
# C4H3N3O

C4H3N3O in the gas phase in a non-equilibrium geometry (ωB97M-V with the def2-TZVPD basis set, the OMol25 dataset).

Last column: Löwdin charge in e.
Geometry (Å):
C: -1.10 1.12 -0.08  -0.09
C: 0.91 -0.54 0.21  -0.20
H: -1.75 1.90 -0.41  0.10
N: 3.11 -1.39 -0.03  0.16
H: -0.23 -2.12 -0.04  0.17
C: 0.12 1.65 0.06  -0.23
C: -1.38 -0.30 0.08  -0.06
O: 1.00 2.40 0.08  0.17
N: 2.03 -1.05 0.02  -0.15
N: -0.29 -1.12 0.16  0.02
H: -2.42 -0.53 -0.07  0.11

Calculated values
Total energy ... -10709.31955 eV
Spin multiplicity ... 1
Kohn-Sham gap (spin up / spin down) ... 7.337 / 6.772 eV
Total charge ... 0
E_LUMO (spin up / spin down) ... -0.1 / -0.3 eV



Entry 3:
# C4H3N3O

2 unconnected molecules or ions with the total composition C4H3N3O in a non-equilibrium geometry (ωB97M-V with the def2-TZVPD basis set, the OMol25 dataset).

Last column: Löwdin charge in e.
Geometry (Å):
N: 1.64 -1.43 0.08  -0.04
O: 1.16 1.86 -0.17  -0.06
C: -2.81 -0.02 0.10  0.10
C: 1.10 0.54 -0.08  -0.45
N: 0.32 -1.33 -0.17  0.02
H: 2.07 2.50 0.69  0.34
H: -0.18 -2.29 -0.20  0.20
N: 2.22 -0.31 -0.03  0.09
C: -0.11 -0.05 0.07  -0.23
C: -1.52 0.20 -0.12  -0.03
H: -3.89 0.33 -0.16  0.06

Calculated values
Total energy ... -10706.97003 eV
Spin multiplicity ... 1
Kohn-Sham gap ... 8.210 eV
Total charge ... 0
E_LUMO ... -0.6 eV



Entry 4:
# C4H3N3O2

C4H3N3O2 in the gas phase in a non-equilibrium geometry (ωB97M-V with the def2-TZVPD basis set, the OMol25 dataset).

Last column: Löwdin charge in e.
Geometry (Å):
C: 1.38 -0.25 -0.07  -0.36
C: 0.20 -0.89 1.58  -0.09
C: -1.81 0.78 -0.78  -0.13
H: -2.69 1.15 -1.28  0.14
H: 2.08 0.41 -1.69  0.09
N: 0.11 0.15 -0.36  0.01
N: 1.46 -0.88 1.09  0.13
O: -1.90 0.17 0.44  0.11
H: -0.02 -1.25 2.57  0.10
N: -0.63 0.86 -1.28  0.17
C: -0.62 -0.25 0.69  -0.26
O: 2.44 0.00 -0.91  0.10

Calculated values
Total energy ... -12759.76495 eV
Spin multiplicity ... 1
Kohn-Sham gap ... 8.814 eV
Total charge ... 0
Structure (SMILES) ... Oc1ncc2ocnn12
E_LUMO ... 0.7 eV



Across the entries above, energy relative to the best compared isomer or geometry (same formula, charge and spin) takes the values 2.9778 4.3313 6.6808 1.0219 eV, respectively.